{
  "formula": "C6H4N2O2",
  "method": "the ωB97M-V functional and the def2-TZVPD basis",
  "smiles": "N#CC#Cc1cnco1.O",
  "homo_ha": -0.344,
  "total_charge": 0,
  "e_above_lowest_ev": 5.6732,
  "total_energy_ev": -13356.1543,
  "largest_force_ev_per_a": 4.03,
  "lumo_ev": -1.05,
  "gap_ha": 0.306,
  "species": ["O", "O", "N", "N", "C", "C", "C", "C", "C", "C", "H", "H", "H", "H"],
  "positions_angstrom": [[-0.11254, 0.19928, -2.16517], [1.62882, -0.91582, 1.67920], [-1.65149, -2.09298, 2.48384], [1.28310, 1.06738, -0.72129], [-0.84515, 0.76246, -1.14831], [-1.83172, -1.70617, 1.38741], [0.03571, 1.64964, -0.56760], [1.16223, 0.46054, -1.86914], [-2.18218, -0.84187, 0.34525], [-1.84578, -0.04561, -0.52419], [1.91113, 0.29548, -2.63922], [-0.17500, 2.39449, 0.19347], [1.10269, -0.96851, 2.57803], [1.52020, -0.25830, 0.96771]],
  "mulliken_charge": [-0.268, -0.702, -0.429, -0.542, 0.340, 0.262, -0.259, 0.108, 0.097, -0.074, 0.371, 0.383, 0.327, 0.387]
}

---

{
  "formula": "C6H4N2O2S",
  "method": "the ωB97M-V functional and the def2-TZVPD basis",
  "homo_ha": 0.011,
  "total_charge": -2,
  "e_above_lowest_ev": 0.0000,
  "total_energy_ev": -24193.4550,
  "largest_force_ev_per_a": 6.75,
  "lumo_ev": 5.94,
  "gap_ha": 0.207,
  "species": ["S", "O", "O", "N", "N", "C", "C", "C", "C", "C", "C", "H", "H", "H", "H"],
  "positions_angstrom": [[2.94802, 1.79829, -2.54366], [1.18885, 0.17963, -1.87318], [1.16498, 2.20102, -0.66949], [2.29615, -0.84788, 1.06174], [0.19499, -0.27989, -0.92177], [-0.89563, 0.22118, -0.93587], [-1.42190, -0.85973, 1.21885], [1.17059, -0.93757, 1.32290], [-0.15394, -1.22919, 1.65233], [1.60963, 1.42365, -1.53263], [-1.83422, -0.19557, 0.05570], [-1.23983, 1.13169, -1.47999], [-2.80048, 0.30206, -0.05303], [-0.08396, -1.72908, 2.72250], [-2.14324, -1.17862, 1.97560]],
  "mulliken_charge": [-0.687, -0.193, -0.587, -0.630, -0.539, 0.451, -0.010, 0.737, -0.739, 0.331, -0.879, 0.264, 0.188, 0.071, 0.224]
}

---

{
  "formula": "C6H4N2O3",
  "method": "the ωB97M-V functional and the def2-TZVPD basis",
  "homo_ha": -0.358,
  "total_charge": 0,
  "e_above_lowest_ev": 0.0865,
  "total_energy_ev": -15408.3513,
  "largest_force_ev_per_a": 3.72,
  "lumo_ev": -0.17,
  "gap_ha": 0.352,
  "species": ["O", "O", "O", "N", "N", "C", "C", "C", "C", "C", "C", "H", "H", "H", "H"],
  "positions_angstrom": [[-1.93745, -1.92911, 0.00414], [2.42469, -1.37414, 0.42353], [-3.55850, 1.60235, -0.23503], [0.29905, -2.51376, 0.37307], [-1.25229, 1.49482, -0.28521], [1.08163, 1.70499, -0.23187], [0.09100, -0.45345, 0.17825], [1.25775, -1.50367, 0.33870], [-2.42907, 1.44333, -0.26379], [-0.80425, -1.62639, 0.18459], [-0.07526, 0.87379, -0.05588], [1.42010, 2.13966, 0.65241], [1.07114, 2.49612, -1.08078], [0.43404, -3.46891, 0.37690], [1.97742, 1.11436, -0.37903]],
  "mulliken_charge": [-0.547, -0.527, -0.388, -0.045, -0.232, -1.225, 0.252, 0.035, 0.543, 0.305, 0.706, 0.331, 0.315, 0.107, 0.370]
}